# 1
ORCA calculation (wB97M-V/def2-TZVPD) on a cluster of 8 separate species, C9H33NO8 in total at a distorted geometry.

SMILES = CC1(C)CCCC(C)(C)N1O.O.O.O.O.O.O.O
Energy relative to the best compared isomer or geometry (same formula, charge and spin) = 132.20 kJ/mol
Energy = -1019.28737 hartree
E_LUMO = 0.16 eV
2S+1 = 1
Total charge = 0
F_max = 3.52 eV/Å
Kohn-Sham gap = 8.42 eV

Last column: natural (NBO) charge in e.
Element x y z (Å)
C 0.9772 -2.8597 -4.0676  -0.627
C 0.0827 -2.9656 -2.8114  0.131
C 0.1690 -4.4135 -2.3820  -0.408
C -0.3896 -4.6531 -0.9809  -0.401
C 0.3183 -3.7127 -0.0057  -0.396
C 0.1760 -2.1725 -0.3837  0.131
N 0.4497 -1.9605 -1.7862  -0.208
O 0.2918 -0.5965 -2.1493  -0.584
C -1.2189 -1.6319 0.1338  -0.659
C 1.2231 -1.4609 0.5065  -0.633
C -1.3944 -2.6834 -3.2807  -0.637
H 0.8873 -1.8431 -4.4504  0.217
H 0.9590 -3.6375 -4.8310  0.222
H 1.9935 -2.7953 -3.6789  0.210
H -0.3163 -5.1556 -3.0160  0.221
H 1.2194 -4.6902 -2.4730  0.202
H -0.3314 -5.7169 -0.7509  0.214
H -1.4338 -4.3415 -0.9566  0.199
H 1.3593 -3.9403 0.2238  0.209
H -0.2715 -3.7973 0.9070  0.207
H -1.4764 -0.6957 -0.3616  0.228
H -2.0433 -2.2372 -0.2431  0.199
H -1.3939 -1.7332 1.2049  0.221
H 2.2559 -1.5409 0.1671  0.211
H 1.0297 -0.3924 0.6020  0.210
H 1.1899 -1.6700 1.5757  0.221
H -1.5004 -1.6945 -3.7267  0.215
H -2.0639 -2.7044 -2.4208  0.203
H -1.7087 -3.3417 -4.0907  0.207
H 1.1614 -0.2349 -1.9632  0.473
O 3.2111 0.8341 5.3569  -0.938
H 2.6313 1.5953 5.3800  0.470
H 2.6481 0.0963 5.5913  0.468
O -0.2679 3.5018 2.4334  -0.948
H -0.2957 3.3903 3.3837  0.476
H 0.4084 4.1637 2.2891  0.472
O 0.7435 3.8711 6.4414  -0.945
H 0.1152 4.4457 6.8788  0.475
H 1.5921 4.2900 6.5847  0.471
O -0.8465 7.0837 0.6793  -0.937
H 0.0937 6.9040 0.6828  0.469
H -1.0868 7.0870 -0.2472  0.467
O -1.6865 3.0086 -1.1553  -0.951
H -1.2948 2.1814 -1.4353  0.474
H -1.1327 3.3039 -0.4326  0.478
O 2.6193 5.9759 0.6889  -0.944
H 3.2052 6.6643 1.0037  0.475
H 2.5042 6.1659 -0.2422  0.471
O -4.6265 2.2615 0.8856  -0.945
H -3.7339 2.5174 0.6530  0.480
H -5.0016 1.9307 0.0695  0.465

=====

# 2
ORCA calculation (wB97M-V/def2-TZVPD) on the ion C2H6O3P with charge -1 at a distorted geometry.

SMILES = C[C@@H](O)[P@H](=O)[O-]
Energy relative to the best compared isomer or geometry (same formula, charge and spin) = 96.64 kJ/mol
Energy = -646.97080 hartree
E_LUMO = 4.22 eV
2S+1 = 1
Total charge = -1
F_max = 5.16 eV/Å
Kohn-Sham gap = 8.87 eV

Last column: natural (NBO) charge in e.
Element x y z (Å)
C 0.1173 -0.2198 0.9354  -0.649
C -0.4755 0.4505 -0.3664  -0.249
O 0.3670 0.8825 -2.9284  -1.202
O 0.2550 -1.6342 -2.2345  -1.163
O -0.2650 1.8274 -0.4665  -0.760
P 0.5195 -0.2580 -1.8405  1.962
H -0.7442 -0.6817 1.5359  0.194
H 0.7498 -1.0768 0.6029  0.213
H 0.7586 0.4899 1.5709  0.210
H -1.5872 0.3571 -0.3860  0.160
H -0.1485 1.9357 -1.3726  0.498
H 1.7861 -0.1451 -1.2569  -0.214

=====

# 3
ORCA calculation (wB97M-V/def2-TZVPD) on a structure of composition C17H28AlO11S2 at a distorted geometry.

Energy = -2530.56355 hartree
E_LUMO = 1.68 eV
2S+1 = 1
Total charge = -1
F_max = 8.75 eV/Å
Kohn-Sham gap = 6.85 eV

Last column: natural (NBO) charge in e.
Element x y z (Å)
C 0.2989 6.3615 -2.0526  -0.652
C 1.0785 5.1737 -2.9290  -0.085
O 0.3089 5.0201 -4.1768  -0.564
C -0.1471 3.6305 -4.3697  0.813
O 0.6527 2.5364 -4.2424  -0.614
C -1.6969 3.3463 -4.8229  -0.508
C -2.6271 2.6048 -3.6918  -0.393
C -2.2385 2.9691 -2.1410  -0.968
Al -3.5527 2.1274 -0.7467  1.161
C -2.2923 1.1926 0.6399  -0.607
O -1.7271 0.0403 -0.0760  -0.541
C -0.5701 -0.5461 0.6102  0.340
C 0.3133 0.1201 1.8170  -0.321
C 1.6128 -0.6957 2.4156  -0.210
C 2.0885 -2.1678 1.8679  -0.278
C 1.1832 -2.8803 0.6880  -0.232
C -0.1093 -2.0675 0.0905  -0.303
H -0.8664 6.1065 -2.0810  0.235
H 0.4681 7.4081 -2.5673  0.204
H 0.6626 6.3695 -0.9226  0.215
H 1.1132 4.2023 -2.2646  0.220
H 2.2144 5.4913 -3.1120  0.180
H -2.1461 4.3609 -5.2337  0.212
H -1.6407 2.6020 -5.7533  0.228
H -3.7503 2.9193 -3.9275  0.204
H -2.5728 1.4403 -3.9254  0.211
H -2.2736 4.1541 -2.0467  0.184
H -1.1161 2.6629 -1.8862  0.209
H -4.4498 3.2403 -0.0634  -0.412
H -4.3647 0.9950 -1.4982  -0.423
H -1.5205 2.0232 0.9380  0.178
H -3.0179 0.8799 1.5292  0.176
H 0.0290 1.1691 2.2498  0.246
H 2.2591 -0.2000 3.2730  0.230
H 3.0427 -2.7224 2.2869  0.214
H 1.4658 -3.9389 0.2457  0.225
H -0.7563 -2.5930 -0.7642  0.220
C 6.9849 -3.5492 3.0952  -0.100
C 7.5330 -2.6891 4.2308  -0.103
O 6.7589 -1.4922 4.1996  -0.673
S 5.2520 -1.8490 3.6873  2.486
O 4.4033 -1.9952 4.8490  -0.875
O 4.9280 -0.9798 2.5801  -0.857
O 5.5742 -3.3364 3.1026  -0.675
H 7.3742 -3.2183 2.1270  0.193
H 7.2112 -4.6097 3.2343  0.210
H 8.5952 -2.4647 4.1080  0.210
H 7.3727 -3.1696 5.2018  0.190
C -3.4017 -3.3163 0.4065  -0.103
C -4.8077 -3.3157 -0.1874  -0.104
O -5.2976 -4.6397 0.0121  -0.682
S -4.6598 -5.2389 1.3886  2.494
O -5.6258 -5.0582 2.4495  -0.890
O -4.0460 -6.5122 1.0913  -0.890
O -3.4829 -4.1267 1.5777  -0.671
H -2.6845 -3.7793 -0.2790  0.185
H -3.0612 -2.3094 0.6624  0.244
H -4.8112 -3.0592 -1.2494  0.219
H -5.4644 -2.6274 0.3552  0.196

=====

# 4
ORCA calculation (wB97M-V/def2-TZVPD) on a structure of composition C23H22HfN4O2SSe3Te at a distorted geometry.

Energy = -9177.93515 hartree
E_LUMO = -0.32 eV
2S+1 = 1
Total charge = 0
F_max = 1.10 eV/Å
Kohn-Sham gap = 6.85 eV

Last column: natural (NBO) charge in e.
Element x y z (Å)
Hf -1.7985 2.1796 -0.0069  1.807
O -1.3879 2.1498 1.9827  -0.823
C -0.3559 1.8665 2.7498  0.392
C -0.4757 1.9849 4.1396  -0.232
C 0.5893 1.6983 4.9663  -0.166
C 1.8108 1.2788 4.4452  -0.269
C 1.9410 1.1458 3.0817  -0.122
C 0.8799 1.4338 2.2085  -0.224
C 1.1329 1.1913 0.8083  0.221
N 0.3300 1.3390 -0.1775  -0.562
C 0.7849 0.9650 -1.5198  -0.234
C -0.3967 0.8825 -2.5015  -0.239
N -1.2222 2.0465 -2.2196  -0.586
C -1.2203 3.0612 -3.0006  0.222
C -1.4431 4.4233 -2.5805  -0.238
C -1.7550 5.4008 -3.5408  -0.132
C -1.7589 6.7347 -3.2175  -0.266
C -1.3853 7.1211 -1.9257  -0.166
C -1.0310 6.1933 -0.9743  -0.234
C -1.0793 4.8175 -1.2628  0.393
O -0.7412 3.9446 -0.3401  -0.811
H -1.4278 2.3082 4.5373  0.221
H 0.4679 1.7986 6.0373  0.213
H 2.6396 1.0494 5.0997  0.216
H 2.8770 0.7954 2.6637  0.210
H 2.1396 0.8134 0.6090  0.184
H 1.3034 0.0032 -1.4754  0.224
H 1.4792 1.7339 -1.8734  0.205
H -0.9680 -0.0268 -2.3207  0.240
H -0.0272 0.9003 -3.5316  0.195
H -0.9230 2.9227 -4.0462  0.176
H -1.9982 5.0832 -4.5481  0.210
H -2.0243 7.4784 -3.9554  0.218
H -1.3662 8.1732 -1.6704  0.216
H -0.7375 6.4891 0.0234  0.224
Se -3.9681 3.7759 -0.2478  -0.346
Se -4.7038 1.8581 0.9092  -0.075
Te -4.2051 0.0527 -0.8120  0.286
Se -2.0296 -0.6786 0.1931  -0.565
N -0.6012 -3.8290 0.8280  -0.790
C 0.6977 -3.4823 0.7866  0.310
S 1.2260 -1.9808 1.2883  -0.295
N 1.6052 -4.3790 0.3183  -0.610
C 1.5831 -5.7685 0.1300  0.238
C 0.5302 -6.6175 0.4561  -0.300
C 0.6445 -7.9832 0.2197  -0.178
C 1.7886 -8.5264 -0.3344  -0.236
C 2.8474 -7.6817 -0.6443  -0.183
C 2.7463 -6.3256 -0.4130  -0.266
H -1.2402 -3.0693 1.0253  0.435
H -0.9441 -4.5391 0.2019  0.393
H 2.5199 -3.9623 0.2331  0.418
H -0.3663 -6.2728 0.9449  0.222
H -0.1842 -8.6240 0.4903  0.217
H 1.8626 -9.5899 -0.5123  0.218
H 3.7596 -8.0806 -1.0676  0.218
H 3.5789 -5.6764 -0.6572  0.210